Entry 1:
# C37H39N9O5PtS2

A structure of composition C37H39N9O5PtS2 (the ωB97M-V functional and the def2-TZVPD basis, OMol25).

Highest occupied orbital energy (spin up / spin down)   -10.08 / -12.32 eV
2S+1   5
Total charge   +2
Relative energy (zero: lowest compared OMol25 entry of this formula, charge and spin)   0.0 kJ/mol
Kohn-Sham gap (spin up / spin down)   5.29 / 3.56 eV

CARTESIAN COORDINATES (ANGSTROEM)
1 Pt -0.098 -0.414 -0.263
2 C -1.008 -8.416 0.422
3 C -0.582 -7.128 -0.272
4 C -1.055 -6.996 -1.555
5 C -0.840 -5.812 -2.279
6 C -0.302 -4.762 -1.563
7 C 0.360 -4.951 -0.328
8 C 0.102 -6.105 0.358
9 S -0.312 -3.137 -2.226
10 O 1.081 -2.652 -2.257
11 O -1.112 -3.026 -3.424
12 N -1.041 -2.061 -1.043
13 C -2.393 -1.966 -1.171
14 C -3.289 -3.079 -1.208
15 C -4.562 -2.942 -1.783
16 C -5.038 -1.602 -1.904
17 C -4.107 -0.596 -1.552
18 N -2.853 -0.703 -1.296
19 H -0.664 -9.269 -0.141
20 H -2.133 -8.460 0.555
21 H -0.619 -8.595 1.445
22 H -1.612 -7.803 -2.009
23 H -1.219 -5.762 -3.297
24 H 1.009 -4.162 0.041
25 H 0.441 -6.233 1.386
26 H -2.847 -4.083 -0.973
27 H -5.176 -3.840 -1.959
28 H -6.000 -1.364 -2.324
29 H -4.468 0.412 -1.632
30 C 4.126 1.297 -4.558
31 C 2.684 0.978 -4.443
32 N 1.995 0.184 -5.285
33 N 0.762 0.130 -4.694
34 C 0.649 0.909 -3.556
35 S -0.637 0.830 -2.562
36 N 1.887 1.455 -3.411
37 N 2.278 2.221 -2.273
38 H 4.613 0.425 -4.993
39 H 4.599 1.614 -3.600
40 H 4.349 2.074 -5.252
41 H 0.026 -0.405 -5.132
42 H 1.457 2.187 -1.702
43 H 2.505 3.124 -2.642
44 C -2.117 6.852 -0.633
45 O -1.472 5.503 -0.425
46 C -0.116 5.508 -0.499
47 C 0.599 6.437 -1.207
48 C 2.000 6.315 -1.478
49 C 2.642 5.203 -0.901
50 C 1.924 4.314 -0.053
51 C 0.571 4.385 0.142
52 N -0.269 3.374 0.771
53 C -0.109 2.070 1.042
54 N -1.108 1.601 1.823
55 C -1.180 0.249 2.256
56 C -0.690 -0.907 1.595
57 C -0.755 -2.162 2.151
58 C -1.260 -2.196 3.456
59 C -1.870 -1.134 4.096
60 C -1.940 0.094 3.433
61 O -2.528 1.233 3.959
62 C -3.276 1.129 5.217
63 N 0.816 1.250 0.490
64 C 2.079 0.941 1.091
65 C 2.916 0.077 0.322
66 C 4.011 -0.489 0.929
67 C 4.482 -0.024 2.156
68 C 3.728 0.907 2.843
69 C 2.511 1.454 2.323
70 O 1.763 2.416 2.947
71 C 1.701 2.256 4.393
72 H -1.660 7.503 0.110
73 H -3.163 6.711 -0.344
74 H -2.021 7.265 -1.686
75 H -0.039 7.175 -1.682
76 H 2.440 7.057 -2.137
77 H 3.630 4.903 -1.193
78 H 2.483 3.502 0.308
79 H -1.304 3.615 0.803
80 H -1.684 2.219 2.386
81 H -0.286 -3.029 1.686
82 H -1.461 -3.200 3.917
83 H -2.223 -1.333 5.128
84 H -3.607 2.156 5.243
85 H -2.584 0.928 6.031
86 H -4.004 0.337 5.125
87 H 2.653 -0.153 -0.690
88 H 4.486 -1.364 0.520
89 H 5.370 -0.446 2.610
90 H 4.009 1.242 3.867
91 H 2.158 1.338 4.683
92 H 0.611 2.298 4.566
93 H 2.185 3.101 4.869

Forces on atoms 1 to 6 (eV/Å):
0.870 -0.920 -1.978
-0.620 0.118 1.273
-1.397 -1.445 0.988
0.581 0.743 -1.149
-1.271 -0.755 0.655
0.968 0.404 -0.112

---

Entry 2:
# C16H10N5OPdS2

A structure of composition C16H10N5OPdS2 (the ωB97M-V functional and the def2-TZVPD basis, OMol25).

Highest occupied orbital energy   -3.53 eV
Total charge   -1
Relative energy (zero: lowest compared OMol25 entry of this formula, charge and spin)   28.7 kJ/mol
Kohn-Sham gap   5.80 eV

CARTESIAN COORDINATES (ANGSTROEM)
1 Pd -0.131 -0.016 0.007
2 O -0.483 -1.338 3.801
3 C -0.439 -1.177 2.576
4 N -0.498 -0.009 1.933
5 C -0.430 1.266 2.599
6 C -0.301 2.361 1.570
7 C -0.271 3.691 1.933
8 C -0.108 4.685 0.968
9 C 0.047 4.280 -0.360
10 C -0.002 2.944 -0.664
11 N -0.192 1.978 0.264
12 C -0.324 -2.309 1.608
13 C -0.300 -3.631 2.027
14 C -0.145 -4.653 1.108
15 C 0.015 -4.303 -0.242
16 C -0.019 -2.979 -0.602
17 N -0.204 -1.984 0.278
18 H 0.441 1.298 3.276
19 H -1.324 1.433 3.223
20 H -0.368 3.950 2.977
21 H -0.100 5.728 1.242
22 H 0.206 5.005 -1.142
23 H 0.115 2.608 -1.688
24 H -0.399 -3.822 3.084
25 H -0.144 -5.688 1.413
26 H 0.170 -5.060 -0.994
27 H 0.104 -2.688 -1.640
28 S 0.078 -0.029 -2.320
29 C 1.777 -0.096 -2.615
30 C 2.085 -0.163 -3.976
31 N 2.262 -0.210 -5.116
32 C 2.826 -0.086 -1.674
33 S 2.698 0.050 0.026
34 C 4.137 -0.177 -2.156
35 N 5.227 -0.249 -2.524

Forces on atoms 1 to 6 (eV/Å):
0.146 0.278 -0.732
0.080 -0.308 -0.194
-0.301 1.202 0.508
0.051 -0.319 0.103
-0.072 -0.332 0.333
0.013 -0.676 -0.798